{"formula": "C6H14SSi", "method": "ωB97M-V/def2-TZVPD", "e_lumo_ev": [-0.27, 0.02], "relative_energy_kcal_mol": 85.3, "gap_ev": [7.30, 7.13], "molar_mass_g_mol": 146.331, "e_homo_ev": [-7.6, -7.1], "elements": ["C", "C", "C", "C", "C", "C", "Si", "S", "H", "H", "H", "H", "H", "H", "H", "H", "H", "H", "H", "H", "H", "H"], "xyz": [[-0.727, 0.373, -1.039], [-0.963, 1.631, -0.214], [-0.541, 1.667, 2.491], [0.276, -0.661, -0.492], [0.711, -1.548, -1.670], [-0.375, -1.563, 0.563], [1.839, 0.154, 0.245], [-1.829, 1.350, 1.389], [-1.687, -0.124, -1.208], [-0.364, 0.711, -2.016], [-0.024, 2.121, 0.043], [-1.587, 2.325, -0.779], [-0.725, 1.294, 3.483], [-0.100, 2.649, 2.426], [-0.157, -1.997, -2.153], [1.359, -2.354, -1.330], [1.251, -0.975, -2.423], [-1.179, -2.144, 0.113], [-0.793, -0.980, 1.379], [0.349, -2.265, 0.977], [2.489, 1.122, -0.633], [2.775, -0.787, 0.847]]}

***

{"formula": "C6H14Si", "method": "ωB97M-V/def2-TZVPD", "e_lumo_ev": [-0.14, 0.08], "relative_energy_kcal_mol": 134.6, "gap_ev": [7.74, 6.98], "molar_mass_g_mol": 114.264, "e_homo_ev": [-7.9, -6.9], "elements": ["C", "C", "C", "C", "C", "C", "Si", "H", "H", "H", "H", "H", "H", "H", "H", "H", "H", "H", "H", "H", "H"], "xyz": [[-2.622, 0.919, 0.786], [-1.761, 0.629, -0.131], [-2.228, 1.111, 2.281], [-1.671, 0.225, -1.538], [1.740, -1.015, -1.680], [2.629, -0.802, -0.443], [1.725, -0.159, 1.159], [-3.568, 1.339, 0.692], [-1.670, 0.274, 2.729], [-1.528, 1.941, 2.218], [-3.113, 1.410, 2.828], [-0.820, 0.726, -2.130], [-1.464, -0.816, -1.626], [-2.641, 0.514, -2.204], [0.928, -1.714, -1.295], [1.316, -0.166, -2.085], [2.205, -1.563, -2.480], [3.383, -0.109, -0.680], [3.169, -1.788, -0.245], [2.689, 0.299, 2.255], [0.343, 0.472, 1.075]]}